Density functional theory data (ωB97M-V with the def2-TZVPD basis set) for a molecular structure, C44H38HfN12S.

Structure (XYZ):
```
96
Properties=species:S:1:pos:R:3:forces:R:3:lowdin_charge:R:1
Hf 0.705930 -0.595863 -0.488782 -0.6 0.8 -0.1 1.59
C -5.296454 2.574493 -1.322898 0.1 0.0 0.0 -0.03
C -4.194833 1.680428 -0.816608 -0.1 0.1 0.0 -0.25
C -3.853095 1.627792 0.534350 0.0 0.0 0.0 -0.02
C -2.841632 0.803598 0.985296 0.1 0.1 0.2 -0.04
C -2.121753 -0.030578 0.130964 0.2 -0.3 0.0 -0.29
N -1.052792 -0.863754 0.616204 -0.4 0.1 0.5 -0.10
C -1.372931 -1.648293 1.761936 -0.1 0.2 -0.4 -0.24
C -2.704383 -1.995521 2.016925 -0.2 0.0 0.0 -0.02
C -3.090310 -2.746889 3.105325 0.0 0.0 0.0 -0.01
C -2.144652 -3.230895 4.005846 -0.1 0.0 0.1 -0.25
C -2.537549 -4.065739 5.196231 0.0 0.0 -0.1 -0.03
C -0.819917 -2.957487 3.724599 0.0 -0.1 0.1 0.02
C -0.423167 -2.191092 2.629985 0.5 -0.1 0.0 -0.11
N 1.003972 -2.065134 2.435237 -0.3 0.2 -0.1 -0.04
C 1.971604 -2.344987 3.332414 -0.1 0.0 0.1 -0.03
C 3.185253 -2.314089 2.690112 0.1 0.0 0.0 0.00
C 2.876714 -1.994826 1.372947 0.1 0.0 0.0 -0.11
N 1.560943 -1.830738 1.221314 0.0 -0.1 0.3 -0.06
C -2.474452 0.023907 -1.216637 0.1 -0.2 -0.3 -0.18
C -3.473817 0.872638 -1.678894 0.0 0.0 -0.1 0.02
N -1.801541 -0.756467 -2.226011 -0.1 0.0 0.2 -0.07
C -2.404420 -1.406847 -3.236842 0.0 0.0 0.0 -0.02
C -1.443936 -1.740845 -4.163620 0.0 0.0 0.0 0.00
C -0.252895 -1.251482 -3.632495 0.1 0.0 -0.1 -0.10
N -0.458275 -0.654496 -2.460342 -0.6 0.0 0.1 -0.10
H -5.681100 3.215250 -0.530745 0.0 0.0 0.0 0.08
H -6.132284 1.987904 -1.707079 0.0 0.0 0.0 0.09
H -4.947060 3.208724 -2.139097 0.0 0.0 0.0 0.08
H -4.392652 2.243310 1.246848 0.0 0.0 0.0 0.12
H -2.597983 0.784837 2.041261 0.0 0.0 0.0 0.12
H -3.463625 -1.653678 1.325633 0.0 0.0 0.1 0.12
H -4.139846 -2.977864 3.246015 0.0 0.0 0.0 0.13
H -3.516715 -3.772348 5.572651 0.0 0.0 0.0 0.09
H -1.818771 -3.964765 6.008288 0.0 0.0 0.0 0.08
H -2.592692 -5.123591 4.931089 0.0 0.0 0.0 0.09
H -0.068957 -3.398560 4.365402 0.0 0.0 0.0 0.11
H 1.747354 -2.555298 4.362700 0.0 0.0 0.0 0.13
H 4.155140 -2.506589 3.117289 -0.1 0.0 0.0 0.12
H 3.535879 -1.844617 0.533451 0.0 0.0 0.0 0.12
H -3.671068 0.907407 -2.744674 0.0 0.0 0.0 0.14
H -3.469606 -1.573858 -3.222046 0.0 0.0 0.0 0.15
H -1.581774 -2.270812 -5.090709 0.0 0.0 0.0 0.12
H 0.741108 -1.324015 -4.042942 0.0 0.0 0.0 0.12
C -0.107958 -5.029477 -0.479041 0.0 -0.1 0.0 -0.03
C 1.008141 -5.616098 -1.072245 0.0 -0.1 0.0 -0.02
C 1.887208 -4.817129 -1.760139 0.1 -0.1 -0.1 0.01
C 1.685705 -3.437524 -1.813745 0.1 0.3 -0.2 -0.30
N 0.653620 -2.856470 -1.165461 0.4 -0.2 0.0 0.00
C -0.240150 -3.668620 -0.549737 0.1 0.2 -0.1 -0.12
N 2.524163 -2.735469 -2.678251 -0.3 -0.4 0.1 0.18
C 2.829614 -1.506274 -2.591404 0.1 0.5 0.2 -0.31
N 2.542050 -0.617270 -1.538390 0.5 0.0 -0.7 -0.03
C 3.153194 0.621981 -1.845107 0.2 -0.6 0.0 -0.30
N 3.333554 1.610884 -1.065914 -0.1 0.2 0.5 0.17
C 2.956116 1.613585 0.274766 0.0 -0.1 -0.3 -0.32
C 3.717933 2.428872 1.111422 0.1 0.1 0.1 0.02
C 3.426220 2.507603 2.451706 0.1 0.1 0.0 -0.02
C 2.333051 1.801188 2.947603 0.1 0.1 0.1 -0.05
C 1.605430 1.041000 2.074550 -0.1 -0.1 -0.2 -0.16
N 1.909625 0.913938 0.761199 0.2 0.1 0.1 -0.04
C 3.702927 0.538913 -3.213151 0.0 0.1 0.2 -0.10
C 4.346257 1.487342 -3.983224 0.0 0.1 0.0 0.01
C 4.835398 1.074699 -5.216496 0.0 0.0 0.0 -0.04
C 4.698051 -0.246975 -5.645698 0.0 0.0 0.0 -0.04
C 4.057293 -1.195818 -4.857532 0.0 0.0 -0.1 0.01
C 3.559022 -0.767692 -3.640620 0.0 -0.2 0.0 -0.12
H -0.861236 -5.617503 0.026926 0.0 0.0 0.0 0.12
H 1.161747 -6.686844 -1.025428 0.0 0.0 0.0 0.12
H 2.732764 -5.221214 -2.299093 0.0 0.0 0.0 0.13
H -1.087832 -3.178237 -0.099282 0.0 0.0 0.0 0.09
H 4.536380 2.974923 0.664832 0.0 0.0 0.0 0.13
H 4.029480 3.122966 3.107332 0.0 0.0 0.0 0.12
H 2.044527 1.855006 3.988084 0.0 0.0 0.0 0.12
H 0.719158 0.517800 2.408749 0.0 -0.1 0.0 0.10
H 4.465822 2.505425 -3.635820 0.0 0.0 0.0 0.12
H 5.341855 1.787716 -5.853942 0.0 0.0 0.0 0.12
H 5.104969 -0.536520 -6.605570 0.0 0.0 0.0 0.12
H 3.955827 -2.226338 -5.175135 0.0 0.1 0.0 0.12
C -1.866545 6.581163 -0.412857 0.0 -0.1 0.0 0.01
C -1.434549 5.301533 0.225347 0.0 0.1 -0.2 -0.24
C -1.500329 5.017118 1.555586 0.0 0.0 0.1 0.04
C -1.064447 3.751518 1.984702 0.1 -0.1 0.2 -0.28
N -0.582821 2.833540 1.158192 0.0 0.0 -0.1 0.13
C -0.516994 3.111811 -0.146854 0.0 0.0 0.0 -0.71
S 0.040405 2.056645 -1.353992 0.0 -0.3 -0.1 0.75
N -0.945893 4.333630 -0.585972 0.0 0.0 -0.1 0.11
C -1.137613 3.391596 3.434415 0.0 0.0 0.0 0.00
H -2.097932 7.324761 0.344601 0.0 0.0 0.0 0.10
H -2.758599 6.416271 -1.021111 0.0 0.0 0.0 0.10
H -1.083051 6.973477 -1.063073 0.0 0.0 0.0 0.10
H -1.875562 5.750006 2.255262 0.0 0.0 0.0 0.14
H -0.885880 4.500568 -1.583230 0.0 0.0 0.0 0.15
H -2.174651 3.438341 3.775923 0.0 0.0 0.0 0.10
H -0.573577 4.107875 4.034817 0.0 0.0 0.0 0.10
H -0.748850 2.389508 3.601608 0.0 0.0 0.0 0.07
```
Forces are in eV/Å.

The value obtained for the HOMO energy is -12.6 eV. The charge is +2. The value obtained for the total energy is -76262.072 eV. Its relative energy (zero: lowest compared OMol25 entry of this formula, charge and spin) is 0.425 eV.